Record 1
Computed, not measured: C38H57ClIrN4SbSi3 as an isolated structure, with ωB97M-V/def2-TZVPD.

```
105
Properties=species:S:1:pos:R:3:lowdin_spin:R:1
Ir 0.11 -0.41 0.94 0.859
Sb -2.10 0.67 2.03 -0.004
Cl 7.65 1.52 3.13 0.000
Si -4.62 0.11 -2.40 0.000
Si 0.20 0.32 4.38 0.002
Si -5.25 3.16 -2.10 0.000
N 1.17 2.88 3.36 0.002
N -1.71 1.16 -2.56 0.001
N -0.84 -2.48 1.49 0.086
N -0.52 -1.20 -1.02 0.016
C 1.96 0.07 4.99 0.001
C -0.96 3.65 -3.55 0.000
C -0.45 1.44 -2.91 0.001
C 1.85 4.65 1.89 0.003
C 2.61 -0.66 -0.62 0.007
C 5.00 1.19 2.65 0.000
C 0.01 2.65 -3.37 0.000
C 2.79 -1.74 1.62 -0.009
C 1.77 4.05 3.13 0.003
C 0.63 2.79 1.03 0.026
C 6.25 0.58 2.70 0.000
C -0.86 -2.63 -0.93 0.001
C 3.15 -1.70 -1.39 -0.004
C -6.23 -0.08 -3.38 0.000
C -2.65 2.48 1.00 -0.001
C 4.02 -0.93 2.01 -0.003
C 3.26 0.88 -2.37 0.001
C -0.58 -1.38 4.61 0.000
C 1.93 -0.94 0.67 -0.044
C -4.03 1.84 -2.40 0.000
C -4.61 4.73 -1.25 0.000
C -6.18 3.76 -3.64 0.000
C -0.67 1.45 5.60 -0.001
C -0.01 0.90 2.60 0.011
C 0.60 2.22 2.33 0.010
C 3.70 -1.46 -2.64 0.002
C 6.40 -0.76 2.40 0.000
C 2.67 0.63 -1.14 0.003
C -2.27 3.39 -3.24 0.000
C -2.68 2.12 -2.71 0.000
C 3.77 -0.16 -3.13 -0.004
C 5.28 -1.51 2.05 0.000
C -1.65 -2.89 0.34 0.007
C 3.90 0.43 2.31 -0.001
C -3.48 -1.12 -3.28 0.000
C 1.25 3.99 0.82 0.005
C -4.96 -0.64 -0.69 0.000
C -6.59 2.62 -0.87 0.000
H 1.28 4.42 -0.18 0.000
H -7.04 0.57 -3.06 0.000
H 2.55 0.98 4.93 0.000
H -6.65 2.91 -4.15 0.000
H -1.40 -2.33 2.32 0.002
H 4.09 -2.28 -3.22 0.000
H 0.08 -3.19 -0.89 0.000
H -5.42 5.46 -1.21 0.000
H 0.27 0.63 -2.80 0.000
H -2.64 -1.42 -2.64 0.000
H 1.91 -0.24 6.04 0.000
H 4.21 0.03 -4.10 0.000
H 3.30 1.90 -2.75 0.000
H -3.02 4.13 -3.46 0.000
H -0.69 4.62 -3.95 0.000
H 2.92 0.90 2.28 0.000
H -0.06 -2.14 4.02 0.000
H -7.27 3.46 -0.70 0.000
H -3.06 -0.70 -4.19 0.000
H 2.22 4.52 4.00 0.000
H -3.63 2.25 0.57 0.000
H -1.75 1.46 5.43 0.000
H 1.05 2.80 -3.62 0.000
H 7.38 -1.22 2.43 0.000
H -6.59 -1.12 -3.31 0.000
H -5.78 -0.13 -0.19 0.000
H -0.30 2.47 5.51 0.000
H 2.49 -0.72 4.44 0.000
H -1.41 -2.98 -1.81 0.000
H -6.15 2.36 0.10 0.000
H -2.75 3.30 1.71 0.000
H -5.21 -1.70 -0.77 0.000
H -5.50 4.23 -4.35 0.000
H -0.48 -1.67 5.66 0.000
H -1.95 -3.94 0.39 0.003
H -0.14 -3.18 1.71 0.002
H 4.90 2.24 2.89 0.000
H -3.76 5.20 -1.74 0.000
H -2.55 -2.28 0.33 0.000
H 2.26 1.45 -0.56 0.004
H 2.23 -2.00 2.52 0.000
H -6.04 0.13 -4.44 0.000
H -6.96 4.48 -3.38 0.000
H 0.14 2.26 0.22 0.015
H -4.05 -2.02 -3.54 0.000
H -0.49 1.11 6.63 0.000
H -1.99 2.75 0.18 0.000
H 3.14 -2.67 1.16 -0.003
H -1.28 -0.63 -1.43 0.002
H -4.08 -0.54 -0.05 0.000
H -4.31 4.51 -0.22 0.000
H 5.40 -2.56 1.81 0.000
H -1.65 -1.40 4.36 0.000
H 0.28 -1.07 -1.63 0.003
H 2.36 5.59 1.77 0.000
H 3.11 -2.72 -1.02 0.000
H -7.20 1.77 -1.19 0.000
```

* charge: -1
* orbital gap (alpha / beta): 5.2 / 5.2 eV
* calculated total energy: -3374.55605 hartree
* spin multiplicity: 2
* E_HOMO (alpha / beta): -0.124 / -0.124 Ha
* relative energy (zero: lowest compared OMol25 entry of this formula, charge and spin): 25.3 kJ/mol
* ⟨S²⟩: 0.771

***

Record 2
Computed, not measured: C42H35N4OsP2 as an isolated structure at a distorted geometry, with ωB97M-V/def2-TZVPD.

```
84
Properties=species:S:1:pos:R:3:mulliken_charge:R:1
Os -0.49 0.94 0.01 1.388
P -1.22 -0.97 1.36 -0.686
P -0.91 -0.99 -1.39 0.090
N 0.05 2.13 1.67 0.992
N -0.86 -1.98 0.02 0.355
N 1.80 0.40 0.58 0.332
N 5.50 4.94 -2.70 -0.300
C 0.69 -2.60 2.68 -0.104
C 0.82 4.12 3.45 -0.958
C 2.53 4.53 -0.94 -1.026
C -0.30 -1.63 2.77 0.772
C -0.85 2.91 2.27 -0.508
C 3.70 1.40 1.59 -0.731
C 4.53 0.47 0.99 -1.028
C 0.53 3.28 -1.53 0.407
C -5.49 -1.99 2.64 -0.538
C 3.11 4.19 -2.17 0.656
C 1.27 4.09 -0.63 0.041
C -2.19 -1.66 -2.52 1.282
C 2.37 3.46 -3.11 -0.795
C 2.66 -1.98 -4.10 -0.778
C -4.55 -2.98 2.43 -0.853
C 0.87 -2.57 5.08 -0.574
C 2.32 1.34 1.37 0.712
C 0.90 -2.77 -2.66 -0.368
C 2.27 -0.67 -3.87 -0.400
C -0.78 2.77 -1.18 -1.216
C -3.38 -1.38 -4.58 -0.733
C -0.68 -1.10 4.01 -0.745
C -0.52 3.93 3.14 -0.664
C -3.21 -3.56 -3.56 -0.852
C -5.18 -0.66 2.43 -0.741
C 1.21 -0.40 -3.03 0.774
C 1.26 -3.08 3.85 -0.808
C 2.58 -0.53 0.05 -0.462
C -2.48 -3.02 -2.51 -0.746
C 3.96 -0.54 0.22 -1.028
C -3.64 -2.75 -4.60 -0.601
C 1.36 2.28 1.99 0.123
C -0.09 -1.57 5.16 -0.752
C 1.10 3.03 -2.80 -0.360
C 1.97 -3.03 -3.50 -0.770
C 4.42 4.62 -2.47 -0.324
C 1.76 3.27 2.88 -0.566
C -2.96 -1.30 1.81 1.254
C -2.65 -0.84 -3.55 -0.223
C 0.53 -1.45 -2.41 0.210
C -3.91 -0.31 2.00 -0.173
C -3.28 -2.64 2.02 -0.651
H -2.14 -3.67 -1.72 0.274
H 0.36 -3.59 -2.21 0.401
H 1.13 4.91 4.12 0.499
H 2.10 -1.28 -0.56 0.494
H -1.39 2.53 -2.05 0.550
H -1.45 -0.34 4.05 0.439
H 2.80 3.39 3.13 0.557
H -2.43 0.22 -3.54 0.327
H -3.43 -4.62 -3.57 0.454
H 4.56 -1.30 -0.24 0.586
H -1.89 2.73 2.03 0.382
H -0.39 -1.16 6.12 0.496
H 0.90 0.61 -2.82 -0.676
H -4.16 -3.18 -5.44 0.428
H -4.79 -4.02 2.60 0.459
H 2.26 -4.05 -3.70 0.474
H -1.28 4.56 3.57 0.515
H -1.32 3.44 -0.49 0.745
H 0.51 2.54 -3.56 0.621
H 1.30 -2.96 5.99 0.447
H 4.13 2.18 2.20 0.532
H -3.75 -0.75 -5.38 0.460
H -2.52 -3.41 1.88 0.342
H -6.49 -2.26 2.96 0.444
H 5.60 0.53 1.11 0.512
H 2.01 -3.86 3.79 0.481
H -5.92 0.11 2.60 0.465
H 2.80 3.26 -4.08 0.610
H 0.81 4.40 0.30 0.524
H 3.49 -2.19 -4.75 0.466
H -1.10 -2.96 0.03 0.497
H 1.00 -2.99 1.73 0.448
H 3.08 5.16 -0.25 0.601
H -3.66 0.73 1.82 0.301
H 2.79 0.15 -4.34 0.517
```

* charge: +3
* orbital gap (alpha / beta): 4.4 / 4.4 eV
* calculated total energy: -2612.92737 hartree
* E_HOMO (alpha / beta): -0.595 / -0.595 Ha

***

Record 3
Computed, not measured: C21H26N4O2 in the gas phase at a distorted geometry, with ωB97M-V/def2-TZVPD.

```
53
Properties=species:S:1:pos:R:3:mulliken_charge:R:1
O -1.80 0.74 0.40 -0.375
O 0.20 -0.48 -3.54 -0.650
N -3.18 -0.89 -4.35 -0.527
N 0.28 0.88 -1.74 0.139
N -2.13 -2.33 -1.40 -0.512
N -2.13 -1.39 1.22 -0.193
C -1.99 -1.06 -1.14 0.167
C -0.34 0.07 -2.61 0.318
C -2.42 -4.56 -0.62 -0.545
C 0.32 0.17 2.52 -1.460
C -0.53 2.27 3.59 -1.722
C -2.28 -2.71 0.97 0.026
C 1.91 2.70 -1.86 -0.566
C 3.95 0.90 -0.77 -0.977
C 3.39 3.03 -1.98 -0.760
C 1.70 1.19 -1.82 -0.540
C -2.27 -3.19 -0.37 0.349
C -2.45 -3.62 2.02 -0.608
C 2.47 0.58 -0.65 -0.060
C -1.85 -0.09 -2.29 0.855
C -0.43 1.48 2.29 1.533
C -2.59 -4.96 1.75 -0.502
C -1.97 -0.59 0.21 0.603
C -2.58 -5.43 0.43 -0.519
C -2.58 -0.56 -3.45 -0.289
C 4.17 2.41 -0.82 -0.608
C -1.83 1.24 1.73 -1.052
H 2.32 -0.50 -0.64 0.454
H 3.53 4.11 -1.99 0.363
H 2.08 0.99 0.29 -0.223
H 2.05 0.74 -2.76 0.416
H 1.36 3.13 -2.70 0.360
H -2.25 0.89 -1.99 0.409
H 0.46 2.47 4.00 0.423
H -0.23 1.25 -0.95 0.145
H -2.37 0.53 2.37 0.430
H 4.50 0.47 0.07 0.358
H -2.46 -3.24 3.03 0.458
H 0.12 2.09 1.56 -0.263
H -2.40 -4.90 -1.65 0.481
H 1.51 3.14 -0.94 0.207
H -2.69 -6.49 0.25 0.389
H 4.35 0.45 -1.69 0.399
H 3.83 2.85 0.12 0.296
H 5.23 2.63 -0.93 0.349
H -1.10 1.71 4.33 0.378
H -2.38 2.18 1.68 0.425
H -2.72 -5.66 2.56 0.390
H -0.22 -0.45 3.23 0.387
H 0.42 -0.39 1.59 0.224
H 1.31 0.37 2.91 0.468
H -1.03 3.23 3.43 0.413
H 3.77 2.63 -2.92 0.337
```

* orbital gap: 8.8 eV
* calculated total energy: -1185.37122 hartree
* E_HOMO: -0.334 Ha
* relative energy (zero: lowest compared OMol25 entry of this formula, charge and spin): 5.7 kJ/mol

***

Record 4
Computed, not measured: C41H58CaN2OSSeSi2 as an isolated structure at a distorted geometry, with ωB97M-V/def2-TZVPD.

```
107
Properties=species:S:1:pos:R:3:mulliken_charge:R:1
Se 1.34 -1.82 0.07 -0.169
Ca -0.28 1.25 1.57 1.161
S 0.60 0.07 4.21 0.707
Si 2.42 1.95 1.54 0.532
Si -0.60 3.49 -0.05 0.391
O -0.55 1.03 3.84 -0.854
N 0.55 -0.64 -2.39 1.313
N -0.53 -2.50 -2.06 2.269
C 1.35 5.49 -0.62 -0.341
C -3.65 1.11 1.89 0.120
C -1.59 4.86 0.85 -1.222
C -1.04 -3.74 -1.48 -1.329
C -2.24 -1.62 -5.26 -0.903
C -3.00 -2.64 1.76 -0.662
C -0.33 -0.79 -3.48 0.760
C -3.39 -0.89 -0.03 -0.260
C 4.00 1.17 0.87 -1.204
C -1.81 -3.02 5.24 -0.747
C -3.87 2.18 2.94 -1.514
C 2.95 2.47 3.32 -1.312
C 0.41 -1.67 -1.52 -1.398
C 1.49 0.48 -2.24 0.802
C -3.23 -1.21 1.31 0.808
C -1.99 -2.41 -4.14 -1.007
C 0.02 -3.90 3.95 -0.719
C 4.37 -0.89 -2.23 -0.989
C -1.15 -4.10 4.67 -0.443
C -1.08 3.76 -1.87 -1.379
C 2.53 0.51 -3.35 -0.781
C 2.34 3.66 0.63 0.344
C -1.54 -0.42 -5.47 -0.951
C 2.56 6.18 -0.65 -0.836
C 3.68 5.61 -0.04 -0.766
C 0.98 -5.30 -1.97 -0.638
C 3.56 4.38 0.58 -0.506
C -1.01 -1.96 -3.26 0.161
C -3.35 -0.20 2.26 -0.013
C 0.53 -2.62 3.80 -0.316
C -3.83 0.77 -1.90 -1.304
C -3.79 1.41 0.53 -0.032
C -0.51 -5.00 -2.16 -0.888
C -3.67 0.42 -0.44 0.186
C -0.13 -1.55 4.39 0.560
C 1.93 -4.48 -2.86 -0.610
C -0.57 0.01 -4.58 -0.714
C 0.89 0.37 5.92 -1.255
C -1.30 -1.74 5.10 -0.670
C 1.20 4.24 0.01 0.570
C 3.43 -0.72 -3.43 -0.215
H 4.01 1.21 -0.23 0.049
H 2.63 7.14 -1.15 0.382
H 1.25 -5.14 -0.92 0.256
H -2.16 -2.70 2.45 -0.230
H -1.82 -0.88 5.54 0.308
H -0.28 3.39 -2.54 0.351
H 3.13 1.41 -3.20 0.618
H -1.75 0.18 -6.35 0.423
H -1.24 4.83 -2.10 0.485
H 2.81 -1.62 -3.53 -0.050
H 2.02 0.62 -4.32 0.355
H 3.82 -1.12 -1.31 0.009
H -3.91 3.18 2.48 0.282
H -4.61 0.14 -2.36 0.430
H -0.74 -4.96 -3.23 0.299
H -4.11 1.82 -2.03 0.370
H -2.79 -3.29 0.91 0.111
H -2.54 -3.33 -3.97 0.441
H 1.26 1.40 6.00 0.434
H 4.03 -0.65 -4.34 0.470
H -1.41 5.86 0.43 0.405
H 1.64 -0.34 6.27 0.416
H 2.12 2.94 3.87 0.189
H -3.06 2.18 3.68 0.200
H 2.92 -4.94 -2.92 0.502
H 0.93 1.41 -2.21 -1.024
H -4.03 2.42 0.23 0.227
H 0.54 -4.75 3.52 0.428
H 4.07 0.11 1.16 0.319
H 0.49 5.95 -1.10 0.165
H -2.91 0.59 -2.44 0.016
H 1.53 -4.39 -3.89 0.248
H 1.44 -2.45 3.23 0.430
H 4.45 3.95 1.05 0.178
H -2.72 -3.18 5.81 0.380
H 3.79 3.19 3.32 0.520
H 4.94 0.03 -2.06 0.349
H -2.68 4.66 0.78 0.248
H -1.33 4.89 1.91 0.274
H -1.55 -5.10 4.78 0.400
H -0.76 -3.74 -0.43 0.407
H -3.33 -1.67 -0.79 0.390
H 1.96 0.36 -1.26 -0.370
H -0.06 0.96 -4.72 0.379
H 1.14 -6.36 -2.18 0.364
H -1.10 -5.83 -1.75 0.492
H -4.81 2.01 3.47 0.404
H -2.12 -3.72 -1.55 0.434
H -3.88 -3.03 2.27 0.408
H 4.63 6.13 -0.05 0.383
H -3.24 -0.44 3.32 0.283
H 3.28 1.58 3.90 0.284
H 4.91 1.68 1.23 0.525
H 5.08 -1.70 -2.40 0.434
H -2.01 3.22 -2.12 0.154
H 2.07 -3.47 -2.47 -0.222
H -0.06 0.25 6.46 0.419
H -2.99 -1.93 -5.97 0.431
```

* orbital gap: 5.6 eV
* calculated total energy: -5838.10774 hartree
* E_HOMO: -0.208 Ha
* relative energy (zero: lowest compared OMol25 entry of this formula, charge and spin): 0.0 kJ/mol

***

Record 5
Computed, not measured: C4H7NO in the gas phase at a distorted geometry, with ωB97M-V/def2-TZVPD.

```
13
Properties=species:S:1:pos:R:3:mulliken_charge:R:1
O 0.82 1.31 0.09 -0.641
N 1.97 -0.63 0.00 -0.437
C -1.47 -0.29 0.81 -0.473
C 0.82 0.09 -0.16 0.486
C -1.74 0.24 -0.54 -0.536
C -0.53 -0.63 -0.31 -0.090
H 2.19 -1.59 -0.26 0.203
H -2.58 -0.01 -1.29 0.241
H -0.48 -1.67 -0.75 0.313
H -1.49 1.29 -0.61 0.220
H 2.69 0.09 0.41 0.274
H -2.04 -1.17 1.31 0.231
H -1.04 0.45 1.62 0.210
```

* orbital gap: 10.8 eV
* calculated total energy: -286.57007 hartree
* E_HOMO: -0.362 Ha
* relative energy (zero: lowest compared OMol25 entry of this formula, charge and spin): 161.7 kJ/mol

***

Record 6
Computed, not measured: C13H22F9N3O6PSV as an isolated structure at a distorted geometry, with ωB97M-V/def2-TZVPD.

```
56
Properties=species:S:1:pos:R:3:lowdin_spin:R:1
V -1.01 3.65 -0.11 1.042
S -4.21 -1.54 1.62 0.000
P 1.03 1.80 1.50 0.000
F -4.72 -3.15 1.46 0.000
F -4.74 -2.55 -0.80 0.000
F -5.50 -0.54 -1.98 0.000
F -4.28 -1.76 3.27 0.000
F -3.59 -0.02 1.91 0.000
F -2.61 -2.13 1.70 0.000
F -5.79 -1.08 1.67 0.000
F -2.67 -1.66 -0.57 0.000
F -5.16 0.91 -0.25 0.000
O 3.09 2.27 -1.27 -0.036
O 1.81 1.42 -2.93 -0.013
O 1.71 -2.68 0.59 0.000
O 1.23 3.19 0.82 0.002
O 1.76 1.97 3.05 0.000
O -0.65 1.61 1.86 0.000
N 1.77 0.45 0.76 0.000
N 4.18 1.05 1.28 -0.001
N 2.00 -1.07 -1.24 0.000
C -3.37 0.60 -1.86 0.000
C -0.12 0.11 -0.87 -0.001
C 4.96 1.04 2.58 0.000
C 1.51 0.22 -0.69 0.000
C -4.05 -1.43 -0.23 0.000
C -2.43 1.56 -0.97 0.005
C 0.61 -3.26 -1.50 0.000
C 2.14 1.35 -1.68 0.001
C 3.34 -1.08 -1.85 0.000
C 1.54 -2.28 -0.59 0.000
C 3.08 0.04 1.31 0.000
C -0.82 1.45 -1.38 -0.004
C -4.53 -0.13 -0.98 0.000
H 5.52 0.05 2.67 0.000
H 5.68 1.94 2.55 0.000
H -2.81 -0.13 -2.54 0.000
H 3.85 2.02 1.21 0.000
H -0.41 -0.69 -1.65 -0.001
H 1.04 -3.41 -2.55 0.000
H 4.25 1.24 3.47 0.000
H 1.41 2.79 3.49 0.000
H -0.84 1.40 -2.54 0.000
H 3.72 -2.17 -1.84 0.000
H -0.48 -2.85 -1.52 0.000
H 3.32 -0.79 -2.97 0.000
H -0.78 0.67 2.16 0.000
H -2.72 2.68 -1.22 0.001
H -2.62 1.43 0.15 0.002
H 4.15 -0.48 -1.29 0.000
H -3.96 1.30 -2.57 0.000
H 0.52 -4.30 -0.98 0.000
H -0.53 -0.30 0.13 0.000
H 3.53 -0.93 0.88 0.000
H 2.91 -0.21 2.43 0.000
H -0.28 2.44 -1.12 0.000
```

* charge: +1
* orbital gap (alpha / beta): 3.2 / 3.8 eV
* calculated total energy: -3705.92986 hartree
* spin multiplicity: 2
* E_HOMO (alpha / beta): -0.377 / -0.386 Ha
* ⟨S²⟩: 0.789

***

Record 7
Computed, not measured: C20H42NPReSi2 as an isolated structure at a distorted geometry, with ωB97M-V/def2-TZVPD.

```
67
Properties=species:S:1:pos:R:3:lowdin_spin:R:1
Re 0.47 0.85 0.19 2.043
P -0.79 1.55 1.89 0.083
Si 2.03 -2.18 0.42 0.019
Si -1.17 -2.29 0.57 0.023
N 1.50 2.07 -1.58 0.071
C -2.28 2.07 -0.42 0.045
C 1.40 0.73 -2.41 0.021
C -0.19 2.98 2.87 0.029
C -3.41 2.31 -1.20 -0.010
C 3.33 -1.06 1.17 0.014
C 0.37 -1.22 -0.01 0.061
C 2.79 2.69 -2.14 0.030
C -1.15 1.15 -2.37 0.058
C -1.13 -3.91 -0.39 0.006
C -2.77 -1.44 0.08 0.000
C 0.03 0.55 -3.07 0.013
C -2.29 2.38 1.04 0.000
C -1.73 0.66 3.19 0.027
C -1.16 -2.68 2.40 0.004
C -1.12 1.47 -0.99 0.029
C 1.72 2.45 -0.07 0.115
C 1.88 -3.65 1.59 0.003
C 2.64 -2.82 -1.24 0.002
C -3.44 1.93 -2.54 0.054
C -2.32 1.33 -3.11 0.000
H -0.01 2.62 3.89 0.002
H -1.81 -0.41 2.95 0.000
H -0.68 -4.73 0.18 0.000
H -3.51 -2.23 -0.13 0.000
H -3.21 2.03 1.54 0.000
H -0.87 -3.73 2.55 0.000
H 1.33 -4.49 1.15 0.000
H 3.99 -1.68 1.80 0.001
H 1.43 -3.39 2.55 0.000
H 2.15 0.82 -3.20 0.003
H 2.91 -3.99 1.78 0.000
H 0.44 0.19 2.26 0.124
H -0.95 3.77 2.88 0.002
H 2.39 -2.16 -2.08 0.000
H -2.73 1.09 3.31 0.002
H -0.48 -2.05 2.98 0.003
H -2.32 1.02 -4.16 0.000
H -0.13 -0.52 -3.26 0.004
H 2.85 2.53 -3.22 0.002
H -4.34 2.09 -3.14 0.003
H 0.75 3.38 2.46 0.000
H 0.94 3.13 0.40 0.010
H 2.77 3.77 -1.98 0.003
H -1.15 0.77 4.12 0.003
H 0.11 1.01 -4.07 0.001
H -3.17 -0.80 0.88 0.000
H 3.65 2.23 -1.64 0.001
H 0.83 2.72 -2.03 0.002
H 1.76 -0.11 -1.80 0.003
H -0.59 -3.82 -1.35 0.000
H -2.65 -0.82 -0.82 0.000
H -2.21 3.47 1.24 0.002
H 2.32 3.38 -0.22 0.023
H -4.27 2.79 -0.73 -0.001
H -2.18 -2.57 2.80 0.000
H 2.57 1.95 0.47 0.038
H 3.74 -2.92 -1.19 0.000
H 3.94 -0.59 0.38 0.000
H 2.22 -3.82 -1.45 0.000
H 2.89 -0.28 1.80 0.009
H 0.25 -1.41 -1.11 0.016
H -2.17 -4.18 -0.62 0.001
```

* charge: +2
* orbital gap (alpha / beta): 6.7 / 6.8 eV
* calculated total energy: -1839.82375 hartree
* spin multiplicity: 4
* E_HOMO (alpha / beta): -0.502 / -0.543 Ha
* relative energy (zero: lowest compared OMol25 entry of this formula, charge and spin): 393.2 kJ/mol
* ⟨S²⟩: 3.780